# 1
The following is a DFT calculation (ωB97M-V/def2-TZVPD) of one molecule with the formula C4H8N2S.

Geometry as XYZ:
```
15
C4H8N2S ωB97M-V/def2-TZVPD
C 0.58536 0.45661 0.05450
C 1.27053 -0.84830 0.34771
C -1.82753 0.25271 -0.00701
C -0.65897 0.80976 0.85254
N 1.02649 1.09105 -0.92046
N 1.72936 -1.42413 -0.76450
S 1.07848 -1.68943 1.73179
H -1.53133 0.20037 -1.03184
H -2.68966 0.93254 0.13778
H -2.05642 -0.78651 0.36279
H -0.55821 1.88196 1.08249
H -0.77165 0.51204 1.93235
H 0.47077 1.76205 -1.50949
H 1.55716 -1.00561 -1.58011
H 2.37562 -2.14510 -0.68852
```

Output
Energy (eV): -18091.883
HOMO level (eV): -8.37
Largest force on an atom (eV Å⁻¹): 4.34
SMILES string: [H]/N=C(\CC)C(N)=S

Calculated atomic charges, method Löwdin, unit e: atom 1 (C): -0.438, atom 2 (C): -0.831, atom 3 (C): -0.086, atom 4 (C): -0.231, atom 5 (N): 0.147, atom 6 (N): 0.112, atom 7 (S): 0.671, atom 8 (H): 0.051, atom 9 (H): 0.078, atom 10 (H): 0.093, atom 11 (H): 0.106, atom 12 (H): 0.098, atom 13 (H): 0.104, atom 14 (H): 0.042, atom 15 (H): 0.083

***

# 2
The following is a DFT calculation (ωB97M-V/def2-TZVPD) of a 2-piece molecular cluster, Cl2H3PSi overall.

Geometry as XYZ:
```
7
Cl2H3PSi ωB97M-V/def2-TZVPD
Si 1.55080 0.07714 0.56735
P -2.12582 0.24627 -0.40838
Cl 1.53743 -1.55017 -0.56284
Cl 1.78273 -0.31013 2.50996
H 2.71590 1.03486 0.37377
H -2.61977 -0.74514 -1.37058
H -2.84127 1.24717 -1.10927
```

Output
Energy (eV): -42259.051
HOMO level (alpha / beta) (eV): -8.01 / -9.10
Largest force on an atom (eV Å⁻¹): 2.26

Calculated atomic charges, method Löwdin, unit e: atom 1 (Si): -0.364, atom 2 (P): 0.534, atom 3 (Cl): 0.207, atom 4 (Cl): 0.197, atom 5 (H): -0.102, atom 6 (H): -0.215, atom 7 (H): -0.257

***

ΔE to the lowest compared entry with this formula, charge and spin, record by record: 1.859 3.375 eV